1.
{
  "formula": "C7H8BrISi",
  "method": "ωB97M-V/def2-TZVPD",
  "total_charge": 0,
  "homo_ev": -8.57,
  "max_force_ev_per_a": 3.92,
  "homo_lumo_gap_ha": 0.2848,
  "elements": ["C", "C", "C", "C", "C", "C", "C", "Si", "Br", "I", "H", "H", "H", "H", "H", "H", "H", "H"],
  "coordinates": [[-1.81236, 1.86883, -2.20731], [-1.52295, 0.52248, -2.08632], [-1.39364, 2.59465, -1.09025], [-0.85027, -0.06714, -1.03985], [-0.77087, 1.96310, 0.01330], [-0.26416, 0.58085, 0.04001], [2.30092, -3.28199, 2.37940], [0.69525, -0.02291, 1.65859], [1.06161, -3.10981, 0.67754], [2.59623, 1.56102, 1.05300], [-1.98085, 2.39150, -3.18455], [-1.88073, -0.13113, -2.99244], [-1.71038, 3.60480, -0.97463], [-0.91250, -1.12515, -1.10926], [-0.71719, 2.63473, 0.81463], [2.38157, -4.30968, 2.57898], [3.14906, -2.63791, 2.25182], [1.63127, -3.03624, 3.21736]],
  "nbo_charge": [-0.211, -0.210, -0.222, -0.233, -0.205, -0.556, -0.540, 0.839, -0.056, -0.327, 0.225, 0.208, 0.208, 0.205, 0.201, 0.220, 0.232, 0.223]
}

=====

2.
{
  "formula": "C43H87N2O2",
  "method": "ωB97M-V/def2-TZVPD",
  "total_charge": -1,
  "homo_ev": [-1.58, -1.58],
  "spin_multiplicity": 3,
  "max_force_ev_per_a": 4.68,
  "homo_lumo_gap_ha": [0.1364, 0.1055],
  "elements": ["C", "C", "C", "C", "C", "C", "C", "C", "C", "C", "C", "C", "C", "C", "C", "C", "C", "C", "C", "C", "C", "C", "C", "C", "C", "H", "H", "H", "H", "H", "H", "H", "H", "H", "H", "H", "H", "H", "H", "H", "H", "H", "H", "H", "H", "H", "H", "H", "H", "H", "H", "H", "H", "H", "H", "H", "H", "H", "H", "H", "H", "H", "H", "H", "H", "H", "H", "H", "H", "H", "H", "H", "H", "H", "H", "H", "C", "C", "C", "C", "C", "C", "N", "O", "C", "C", "C", "H", "H", "H", "H", "H", "H", "H", "H", "H", "H", "H", "H", "H", "H", "H", "H", "H", "H", "C", "C", "C", "C", "C", "C", "N", "O", "C", "C", "C", "H", "H", "H", "H", "H", "H", "H", "H", "H", "H", "H", "H", "H", "H", "H", "H", "H", "H"],
  "coordinates": [[-1.48176, -0.44112, 4.89338], [-0.03766, -1.05063, 4.74517], [0.56911, -1.34559, 6.16377], [1.67389, -2.46158, 6.19392], [2.70801, -2.39877, 5.01843], [3.98975, -1.52435, 5.33106], [5.14415, -1.87244, 4.31852], [5.54620, -0.70970, 3.32909], [4.38432, 0.25621, 2.92145], [5.00985, 1.34845, 1.92897], [4.42631, 1.27390, 0.47323], [4.21259, 2.72435, -0.10682], [2.65536, 2.92876, -0.37221], [2.20855, 2.26498, -1.72340], [1.49214, 0.87478, -1.49871], [0.99940, 0.24849, -2.86277], [-0.00274, -0.92750, -2.56579], [0.30201, -2.26117, -3.33507], [1.41678, -3.10468, -2.60579], [2.84672, -2.52341, -2.98904], [3.99970, -3.53553, -2.65027], [4.97622, -3.03460, -1.51958], [4.43107, -3.42093, -0.09365], [3.36894, -2.36359, 0.39635], [2.60914, -2.93777, 1.65113], [-1.68135, 0.13651, 3.95732], [-2.24397, -1.23988, 5.04819], [-1.47061, 0.22908, 5.78620], [0.66318, -0.33232, 4.24055], [-0.01564, -1.97769, 4.12160], [-0.27744, -1.72420, 6.80119], [0.93490, -0.42932, 6.69445], [2.19920, -2.38480, 7.17954], [1.22005, -3.48641, 6.16884], [2.27205, -2.11903, 4.03443], [3.10253, -3.44272, 4.88722], [4.33131, -1.86447, 6.34587], [3.77065, -0.44034, 5.43213], [4.95167, -2.82969, 3.77151], [6.05673, -2.08419, 4.93878], [5.88421, -1.20828, 2.37841], [6.45496, -0.17092, 3.70185], [3.53359, -0.27729, 2.43933], [3.96493, 0.84177, 3.77330], [6.11032, 1.13894, 1.84460], [4.93072, 2.37050, 2.36756], [5.21472, 0.82532, -0.18533], [4.53740, 3.52908, 0.59299], [4.73974, 2.89074, -1.07327], [2.36242, 4.00532, -0.39812], [2.14414, 2.49161, 0.52416], [1.44511, 2.92734, -2.19979], [3.07570, 2.13179, -2.41802], [2.15030, 0.16409, -0.94578], [0.57167, 1.11839, -0.90807], [1.87160, -0.03718, -3.49567], [0.46733, 1.07277, -3.40778], [-1.01237, -0.58765, -2.91099], [-0.01064, -1.15883, -1.47329], [0.64993, -2.09771, -4.38662], [-0.62261, -2.88611, -3.37656], [1.23328, -3.06020, -1.50673], [1.42755, -4.17991, -2.90225], [2.95946, -1.58727, -2.38627], [2.81181, -2.21765, -4.06065], [4.61848, -3.70619, -3.56673], [3.58979, -4.52609, -2.33866], [5.09705, -1.92118, -1.51697], [5.95825, -3.54374, -1.65168], [3.93839, -4.42892, -0.10139], [5.23073, -3.44665, 0.69094], [3.90148, -1.42758, 0.71335], [2.64245, -2.06866, -0.39118], [3.36284, -3.22188, 2.42389], [1.96698, -3.80947, 1.38080], [1.92894, -2.13048, 2.01971], [-2.67509, -1.12322, 1.27018], [-3.19230, -2.57985, 1.12019], [-2.77267, -3.15675, -0.24758], [-3.58576, -2.62163, -1.41695], [-5.07527, -2.76967, -1.14700], [-5.49359, -2.13718, 0.19348], [-4.66231, -2.59813, 1.33513], [-5.03665, -3.92550, 1.63040], [-5.42565, -0.59854, 0.05786], [-6.98370, -2.42229, 0.43196], [-2.43140, -3.37155, 2.19840], [-3.37444, -0.51201, 1.84405], [-1.72636, -1.07728, 1.81658], [-2.49529, -0.63555, 0.30687], [-2.87854, -4.24645, -0.23378], [-1.70612, -2.95883, -0.42828], [-3.33022, -1.57357, -1.61491], [-3.32542, -3.17399, -2.32700], [-5.64006, -2.31590, -1.97174], [-5.33156, -3.83396, -1.15429], [-5.66492, -0.11314, 1.00717], [-6.15091, -0.24498, -0.68452], [-4.45912, -0.22711, -0.28065], [-7.20455, -3.49003, 0.44210], [-7.59146, -1.98257, -0.36720], [-7.31797, -1.99072, 1.37933], [-2.69038, -3.02034, 3.20227], [-1.34996, -3.24877, 2.06422], [-2.62972, -4.44305, 2.14528], [-3.76233, 3.88666, -1.64485], [-2.87894, 3.64914, -2.89729], [-1.39217, 3.85706, -2.55819], [-0.98477, 5.31846, -2.40715], [-1.42969, 6.12773, -3.62110], [-2.92905, 5.97194, -3.91830], [-3.34295, 4.54379, -3.99524], [-2.89754, 4.05377, -5.14002], [-3.73622, 6.71251, -2.83080], [-3.26746, 6.73493, -5.21070], [-3.07145, 2.15399, -3.22001], [-4.72230, 4.33307, -1.91031], [-4.00550, 2.95283, -1.13521], [-3.27845, 4.52283, -0.90167], [-0.77256, 3.41445, -3.34642], [-1.14224, 3.31795, -1.63905], [-1.40215, 5.74028, -1.48786], [0.10222, 5.38592, -2.30418], [-1.18960, 7.18286, -3.46040], [-0.84270, 5.81165, -4.49046], [-4.80971, 6.57441, -2.97706], [-3.53506, 7.78578, -2.87319], [-3.49030, 6.40990, -1.81603], [-2.68278, 6.39024, -6.06430], [-3.04984, 7.79858, -5.09286], [-4.32743, 6.63889, -5.45713], [-4.10922, 1.93647, -3.48501], [-2.81161, 1.54683, -2.35051], [-2.42875, 1.81479, -4.03455]],
  "lowdin_spin": [0.000, 0.000, 0.000, 0.000, 0.000, 0.000, 0.000, 0.002, 0.024, 0.075, 0.678, 0.072, 0.033, 0.002, 0.009, 0.002, 0.000, 0.000, 0.000, 0.000, 0.000, 0.000, 0.001, 0.006, 0.000, 0.000, 0.000, 0.000, 0.000, 0.000, 0.000, 0.000, 0.000, 0.000, 0.000, 0.000, 0.000, 0.000, 0.000, 0.000, 0.000, 0.001, 0.004, 0.001, 0.016, 0.001, 0.036, 0.009, 0.005, 0.002, 0.004, 0.001, 0.000, 0.009, 0.000, 0.000, 0.000, 0.000, 0.000, 0.000, 0.000, 0.000, 0.000, 0.000, 0.000, 0.000, 0.000, 0.000, 0.000, 0.000, 0.000, 0.007, 0.000, 0.000, 0.000, 0.000, 0.000, 0.000, 0.000, 0.000, 0.000, 0.000, 0.000, 0.000, 0.000, 0.000, 0.000, 0.000, 0.000, 0.000, 0.000, 0.000, 0.000, 0.000, 0.000, 0.000, 0.000, 0.000, 0.000, 0.000, 0.000, 0.000, 0.000, 0.000, 0.000, 0.002, 0.025, 0.014, 0.001, 0.014, 0.026, 0.339, 0.571, 0.001, -0.001, -0.001, 0.002, 0.000, 0.000, 0.002, 0.001, 0.000, 0.001, 0.001, 0.003, 0.001, 0.000, 0.000, -0.001, 0.000, 0.000, 0.000, 0.000, -0.001]
}

=====

3.
{
  "formula": "H18O9Xe",
  "method": "ωB97M-V/def2-TZVPD",
  "total_charge": 0,
  "homo_ev": -10.52,
  "max_force_ev_per_a": 0.95,
  "homo_lumo_gap_ha": 0.3916,
  "elements": ["Xe", "O", "H", "H", "O", "H", "H", "O", "H", "H", "O", "H", "H", "O", "H", "H", "O", "H", "H", "O", "H", "H", "O", "H", "H", "O", "H", "H"],
  "coordinates": [[10.00505, -19.90517, -3.36097], [9.28786, -23.79597, -1.25187], [9.60613, -22.90938, -1.08192], [9.79761, -24.35117, -0.66182], [12.63174, -17.67457, -1.20198], [13.11643, -18.03358, -1.94522], [13.30603, -17.45632, -0.55861], [11.32863, -19.14974, 0.87134], [11.73390, -18.84030, 0.06125], [12.00458, -19.68326, 1.28927], [12.25944, -18.65040, -6.30399], [11.34441, -18.61759, -6.58309], [12.49003, -17.73791, -6.12965], [7.61589, -17.36623, -5.06674], [7.65194, -17.80472, -4.21665], [6.73416, -17.54668, -5.39266], [10.08281, -21.49599, -7.71732], [9.83556, -20.69173, -7.26096], [9.24972, -21.91302, -7.93709], [13.36123, -18.87657, -3.58879], [13.90807, -19.54072, -3.16914], [13.32020, -19.14452, -4.50680], [9.45733, -18.79240, -6.80501], [8.99136, -18.64087, -7.62728], [8.93996, -18.32818, -6.14692], [9.79241, -21.32154, 0.07271], [9.17988, -20.59638, -0.05050], [10.55331, -20.92370, 0.49577]],
  "nbo_charge": [0.002, -0.960, 0.491, 0.459, -0.959, 0.498, 0.466, -0.964, 0.500, 0.461, -0.974, 0.500, 0.466, -0.949, 0.485, 0.479, -0.950, 0.482, 0.460, -0.975, 0.468, 0.513, -0.986, 0.482, 0.510, -0.972, 0.479, 0.489]
}

=====

4.
{
  "formula": "CH5N2Si",
  "method": "ωB97M-V/def2-TZVPD",
  "total_charge": 1,
  "homo_ev": -17.52,
  "max_force_ev_per_a": 4.53,
  "homo_lumo_gap_ha": 0.3859,
  "elements": ["C", "N", "N", "Si", "H", "H", "H", "H", "H"],
  "coordinates": [[0.71784, 0.91358, 0.07590], [-3.50415, -0.22545, -0.16714], [-2.39256, -0.10188, -0.21146], [0.87643, -0.97453, 0.07612], [1.22214, 1.47126, -0.79663], [-0.45472, 1.11207, 0.02050], [1.40485, 1.32692, 0.85868], [-0.11323, -1.93173, 0.22822], [2.24339, -1.59024, -0.08419]],
  "nbo_charge": [-1.223, 0.109, -0.099, 1.537, 0.334, 0.317, 0.323, -0.161, -0.137]
}

=====

| no. | energy (Ha) |
| --- | --- |
| 1 | -3432.6668 |
| 2 | -1950.3239 |
| 3 | -1017.3142 |
| 4 | -439.7805 |